66
Properties=species:S:1:pos:R:3:forces:R:3:lowdin_charge:R:1 method="wB97M-V/def2-TZVPD" total_energy_ev=-83503.8696 homo_energy_ev=-7.614 homo_lumo_gap_ev=7.6875 e_lumo_ev=0.1 de_lowest_ev=0.9491
Cd 0.7440 1.0275 -0.1377 0.1468 -0.6282 0.0742 1.208
N -2.3591 -2.2294 3.8855 -0.0316 -0.0071 0.0087 0.112
C -1.1435 -1.6371 3.8848 0.0651 -0.0321 0.0346 -0.163
N -0.8616 -0.4894 3.3912 0.0005 0.0091 -0.0439 0.145
C -1.8774 0.2047 2.7396 -0.1379 0.1659 -0.0851 -0.312
N -1.6678 1.2881 2.0816 0.3206 -0.1976 0.1105 0.094
N -0.3385 1.5992 1.8906 -0.2868 -0.0073 0.0452 -0.056
C 0.2139 2.4894 2.5947 0.0812 -0.0201 -0.0351 -0.078
C 1.6281 2.8276 2.3270 -0.1140 0.0430 0.0612 -0.259
C 2.2690 3.8256 3.0430 0.0285 -0.0401 -0.0506 -0.011
C 3.5933 4.1073 2.7425 -0.0201 -0.0021 0.0114 -0.050
C 4.2246 3.3849 1.7460 -0.0011 -0.0222 -0.0275 -0.041
C 3.5031 2.4048 1.0781 0.0103 0.0072 -0.0110 -0.126
N 2.2428 2.1271 1.3730 -0.0741 0.1261 -0.0774 0.039
C -3.2541 -0.3205 2.7865 0.0123 0.0562 -0.0446 -0.091
C -4.3385 0.3608 2.2309 0.0287 -0.0302 0.0065 -0.009
C -5.5974 -0.2023 2.2489 -0.0003 -0.0241 0.0105 -0.075
C -5.7895 -1.4622 2.8187 -0.0215 0.0186 -0.0046 -0.078
C -4.7302 -2.1525 3.3687 0.0285 0.0352 -0.0177 -0.021
C -3.4615 -1.5752 3.3493 -0.0116 -0.0331 0.0107 -0.196
H -2.4568 -3.1599 4.2525 -0.0116 0.0004 0.0031 0.149
H -0.3579 -2.2122 4.3646 0.0241 0.0064 0.0004 0.133
H -0.3131 3.0027 3.3962 -0.0050 -0.0131 -0.0106 0.135
H 1.7326 4.3753 3.8039 -0.0077 0.0076 0.0141 0.114
H 4.1193 4.8892 3.2739 0.0077 -0.0020 0.0042 0.110
H 5.2514 3.5813 1.4725 0.0039 0.0028 0.0002 0.106
H 3.9324 1.8214 0.2726 0.0221 0.0099 -0.0006 0.086
H -4.1577 1.3258 1.7781 -0.0019 0.0183 0.0007 0.116
H -6.4338 0.3295 1.8175 -0.0169 0.0039 -0.0050 0.104
H -6.7767 -1.9047 2.8314 -0.0129 -0.0012 -0.0035 0.105
H -4.8741 -3.1303 3.8110 0.0020 -0.0213 0.0103 0.112
O -0.1778 3.5568 -0.5094 -0.0158 0.1266 -0.0337 -0.475
S 0.3890 3.2070 -1.8132 0.0241 0.1251 0.0517 0.038
O 1.7999 2.7751 -1.6295 -0.0899 0.0223 -0.1386 -0.516
O 0.1914 4.1527 -2.8777 -0.0120 -0.0222 -0.0563 -0.382
S -0.5837 1.3786 -2.2759 0.1832 0.2884 0.0125 0.241
C 5.6344 -0.1400 -2.1258 0.0250 -0.0193 0.0429 -0.036
N 4.4236 0.2543 -2.8121 0.0804 -0.0481 0.0073 -0.125
C 4.3865 0.9135 -4.0294 -0.0549 0.0283 -0.0913 -0.049
C 3.0875 1.1064 -4.3302 0.0735 0.0185 -0.0323 -0.056
N 2.3523 0.5340 -3.3220 -0.1997 0.2086 0.1712 0.048
C 3.1647 0.0503 -2.3710 -0.0986 -0.0942 0.1113 -0.776
S 2.7124 -0.6998 -0.8976 -0.0683 0.1362 0.0194 0.539
H 6.1684 -0.8944 -2.7029 0.0016 0.0042 0.0084 0.094
H 5.3566 -0.5553 -1.1598 0.0111 0.0241 -0.0205 0.047
H 6.2734 0.7313 -1.9846 0.0094 -0.0227 0.0110 0.094
H 5.2842 1.1858 -4.5525 0.0164 0.0007 -0.0196 0.120
H 2.6237 1.6132 -5.1552 -0.0178 0.0171 -0.0207 0.126
H 1.3569 0.7558 -3.1191 0.0596 -0.1587 -0.0766 -0.010
O -1.7295 -2.9170 0.7039 -0.0937 0.0520 -0.0146 0.113
C -1.2201 -1.9112 -0.0036 -0.1515 0.0294 -0.1077 -0.488
O -0.4381 -1.1278 0.4753 0.1958 -0.0558 0.1310 -0.020
C -1.7129 -1.8397 -1.4383 -0.0558 0.0027 0.0122 -0.247
N -2.7406 -2.8763 -1.6785 0.0110 0.0232 0.0580 -0.032
C -2.2371 -3.7660 -2.7447 0.0061 -0.0291 0.0348 -0.190
C -1.2637 -2.9089 -3.5442 -0.0200 0.0033 -0.0032 -0.163
C -0.5728 -2.1065 -2.4448 0.0451 -0.0106 0.0038 -0.149
H -2.1220 -0.8359 -1.5733 0.0341 -0.0004 -0.0314 0.113
H -3.6061 -2.4413 -1.9665 0.0055 -0.0070 0.0072 0.121
H -2.4037 -3.3094 0.0906 0.0857 -0.0414 -0.0087 0.103
H -3.0686 -4.1723 -3.3187 0.0063 0.0193 -0.0163 0.115
H -1.7066 -4.6058 -2.2865 -0.0126 0.0013 -0.0084 0.116
H -1.8146 -2.2412 -4.2112 0.0034 0.0072 -0.0058 0.117
H -0.5677 -3.4934 -4.1445 0.0097 -0.0116 0.0051 0.112
H -0.1259 -1.1774 -2.7877 -0.0197 -0.0093 -0.0011 0.041
H 0.2214 -2.6916 -1.9767 -0.0037 -0.0364 0.0095 0.116

97
Properties=species:S:1:pos:R:3:forces:R:3:lowdin_charge:R:1 method="wB97M-V/def2-TZVPD" total_energy_ev=-816736.6559 homo_energy_ev=-5.260 total_charge=-1 homo_lumo_gap_ev=6.6179 e_lumo_ev=1.4 de_lowest_ev=1.2627
C 7.6952 -0.5433 -1.4195 -1.0979 -1.2475 -0.0163 -0.180
C 6.8928 0.3407 -1.1945 -1.9928 0.8159 0.5624 -0.231
C 5.7356 1.2901 -0.7730 2.0165 -0.0254 -0.4824 -0.319
Ga 4.2707 0.2335 0.2435 0.4438 -0.4128 0.0966 0.265
C 2.3606 0.5880 -0.5396 -0.3003 -2.1119 0.7950 -0.739
Br 2.0333 2.3223 -1.4160 -0.1526 -0.9919 0.4477 0.566
C 1.3831 -0.3701 -0.4207 -0.1562 2.6721 -1.1753 -0.777
C -0.0718 -0.1709 -0.9553 0.0445 -0.6582 -0.0614 -0.236
Br 1.7957 -2.0766 0.4921 -0.5518 1.3611 -0.7998 0.580
H 8.2095 -1.5212 -1.4825 -1.0151 1.4389 -0.0339 0.018
H 6.1979 2.0461 -0.0696 -0.5667 -0.6449 -0.7402 0.040
H 5.3053 1.8541 -1.6438 0.5745 -0.6200 0.6335 -0.004
H 4.2895 0.5529 1.8272 -0.1577 0.2511 -0.1803 -0.088
H 4.6722 -1.3276 0.0964 -0.1662 0.2661 -0.1845 -0.081
H -0.3812 -1.0409 -1.6063 0.3466 0.7504 0.8137 0.025
H -0.1830 0.7496 -1.6015 0.5159 -0.9660 0.7993 0.028
H -0.8224 -0.0741 -0.1258 0.8269 -0.1821 -0.7050 0.003
C 0.5773 -0.9660 4.0759 0.0337 0.1969 -0.0394 -1.547
Cl 0.8280 0.5824 3.2670 -0.0299 -0.1307 -0.0022 0.534
Cl 1.7689 -1.1982 5.3635 -0.0284 -0.0545 -0.0569 0.518
Cl -1.0690 -1.0768 4.7236 0.4809 0.0230 -0.0234 0.450
H 0.7091 -1.7560 3.3418 0.0088 0.1494 0.0383 -0.081
C 4.0278 -5.4608 2.1100 0.0174 0.0952 -0.0301 -1.539
Cl 5.7582 -5.1527 1.9316 -0.1084 -0.0516 0.0371 0.524
Cl 3.2340 -4.1034 2.9147 0.0596 -0.1187 0.0600 0.499
Cl 3.2851 -5.7706 0.5353 0.0040 -0.0280 0.0898 0.509
H 3.9004 -6.3451 2.7269 0.0130 0.1150 -0.0946 0.009
C -5.1484 -0.9999 4.6984 0.0082 -0.1384 0.0100 -1.528
Cl -5.4332 -2.4364 3.7101 -0.0410 0.2562 0.1758 0.504
Cl -6.6268 -0.5256 5.5480 0.0357 0.0510 -0.0384 0.512
Cl -3.8355 -1.2821 5.8479 -0.4411 0.0122 0.0455 0.500
H -4.8565 -0.1862 4.0408 -0.0233 -0.1076 0.0865 0.017
C 4.3080 5.0262 -3.3085 -0.0218 -0.2218 0.1159 -1.553
Cl 4.0583 3.5759 -4.2883 0.0470 0.1175 -0.0246 0.516
Cl 2.8192 5.4747 -2.4648 0.0007 0.0451 -0.1788 0.469
Cl 5.6245 4.7784 -2.1563 -0.1051 0.0358 -0.1144 0.531
H 4.5820 5.8403 -3.9696 -0.0836 -0.1405 0.0890 -0.061
C 0.8086 4.5555 4.6600 -0.0153 0.0139 -0.1531 -1.546
Cl 0.6597 4.6364 2.9028 0.0430 -0.0715 0.1186 0.525
Cl 1.6843 5.9626 5.2769 -0.1402 -0.0406 -0.0193 0.487
Cl -0.7866 4.4358 5.4154 0.0755 -0.0382 0.0094 0.510
H 1.3741 3.6632 4.9135 -0.0863 0.0961 -0.0325 0.009
C -3.1139 -1.0954 -3.7033 0.1549 -0.0523 0.1308 -1.527
Cl -3.7722 -2.7354 -3.7875 0.0764 0.1238 -0.0145 0.495
Cl -3.1561 -0.5020 -2.0396 -0.1730 -0.0225 -0.1356 0.567
Cl -1.4668 -1.0522 -4.3410 -0.2207 -0.0723 0.0850 0.533
H -3.7324 -0.4459 -4.3131 0.0888 -0.1236 0.0722 -0.055
C 5.3675 6.3633 7.2779 -0.0702 -0.1592 -0.0584 -1.546
Cl 6.4752 5.8692 8.5652 -0.0115 0.0677 -0.0584 0.512
Cl 4.8025 4.9600 6.3690 0.2116 0.1001 0.0893 0.517
Cl 4.0004 7.2646 7.9471 0.0701 0.0171 -0.0431 0.504
H 5.9056 7.0163 6.5975 -0.0703 -0.0786 0.1036 0.014
C 4.9027 9.0029 -2.9068 -0.1024 -0.0280 0.1636 -1.500
Cl 3.4621 9.3539 -3.8717 0.4446 -0.0097 0.3485 0.480
Cl 4.4526 8.2951 -1.3527 0.1387 0.2142 -0.0785 0.529
Cl 5.9931 7.9257 -3.7899 0.1250 0.2755 -0.0150 0.557
H 5.4244 9.9363 -2.7184 -0.0408 -0.1363 -0.0569 0.012
C -2.0281 -3.0880 1.2361 0.0408 0.0761 0.0611 -1.469
Cl -3.4683 -4.0421 1.6136 0.0317 0.2176 -0.2768 0.474
Cl -2.3115 -1.3756 1.5694 -0.1259 -0.1475 -0.0296 0.541
Cl -0.6398 -3.6805 2.1551 -0.3485 -0.3053 0.0510 0.510
H -1.8123 -3.1980 0.1767 0.0252 0.0459 0.1295 0.023
C 11.7314 -0.4658 -0.9574 -0.0801 0.3506 -0.3317 -1.516
Cl 10.0777 -0.0331 -1.4285 1.6595 0.1448 0.3309 0.619
Cl 12.4207 0.7603 0.1204 0.0963 -0.0363 -0.0151 0.493
Cl 11.7597 -2.0577 -0.1826 0.0318 0.0179 -0.0367 0.501
H 12.3445 -0.5132 -1.8529 0.0341 -0.0397 0.1962 0.006
C -6.9746 -4.9359 -4.2935 -0.0211 0.0309 0.0607 -1.531
Cl -8.3973 -5.8979 -3.8776 0.1172 0.0654 -0.1347 0.496
Cl -7.2737 -3.2227 -3.9817 -0.0484 -0.1219 -0.0549 0.515
Cl -5.5655 -5.5025 -3.3863 -0.0989 -0.0399 -0.0685 0.500
H -6.7728 -5.0603 -5.3531 -0.0037 0.0195 0.1470 0.016
C -9.7207 -6.6338 0.0455 0.1864 -0.0071 -0.0555 -1.522
Cl -8.0081 -6.2878 -0.2128 -0.1359 -0.0210 0.0702 0.509
Cl -10.5131 -5.2744 0.8535 -0.0190 -0.0464 -0.0197 0.541
Cl -10.5216 -6.9971 -1.4890 -0.0820 -0.0557 0.1918 0.507
H -9.8001 -7.5060 0.6875 -0.0104 0.1222 -0.0794 0.017
C -3.1627 -8.2133 0.8669 0.0998 0.1090 0.1551 -1.535
Cl -4.7736 -7.6797 0.3656 0.0634 -0.0359 -0.0286 0.493
Cl -2.4255 -7.0312 1.9502 0.0621 -0.4352 -0.1216 0.509
Cl -3.2482 -9.8026 1.6398 0.0015 0.0213 -0.0847 0.515
H -2.5410 -8.2986 -0.0192 -0.0982 -0.0034 0.1094 0.016
C -0.2077 10.2585 -5.8729 -0.0161 -0.0700 0.0375 -1.534
Cl -1.5809 9.2591 -5.3850 0.0723 0.0702 -0.0716 0.526
Cl -0.0943 11.6997 -4.8549 0.0045 -0.0424 -0.0848 0.519
Cl 1.2942 9.3294 -5.8038 -0.4624 0.0744 -0.3557 0.488
H -0.3652 10.5772 -6.8988 0.0189 -0.0333 0.1425 0.012
C -2.3389 1.4055 -7.4215 0.2795 -0.0083 0.0291 -1.532
Cl -2.4539 2.8913 -8.3730 -0.0414 -0.0929 0.0093 0.520
Cl -0.7291 1.2426 -6.7156 -0.1397 0.1213 -0.1967 0.523
Cl -3.5837 1.3817 -6.1645 -0.0403 0.0705 -0.1080 0.551
H -2.5080 0.5627 -8.0847 -0.0121 0.1123 0.1007 0.016
C -10.6173 -5.3376 4.7243 0.0647 0.0323 0.0795 -1.561
Cl -11.9846 -6.3154 5.2745 0.0294 0.0371 -0.0747 0.511
Cl -10.4557 -3.8821 5.7134 -0.0144 -0.0693 -0.0970 0.521
Cl -9.1242 -6.2813 4.7572 -0.0894 0.0565 -0.0787 0.518
H -10.8057 -5.0344 3.6990 0.0331 -0.0603 0.1331 -0.039

17
Properties=species:S:1:pos:R:3:forces:R:3:lowdin_charge:R:1 method="wB97M-V/def2-TZVPD" total_energy_ev=-7418.4933 homo_energy_ev=-8.811 smiles="C[C@]12C=C[C@H](C1)C2" homo_lumo_gap_ev=9.8633 e_lumo_ev=1.1 de_lowest_ev=2.5414
C 2.0046 0.1761 -0.0381 -0.0895 1.6711 -0.8910 -0.045
C 0.4776 0.0941 -0.1464 0.8363 -0.8333 0.3219 -0.420
C -0.2941 1.4458 -0.1420 0.5643 -1.0601 0.0671 -0.031
C -1.5359 1.0005 -0.0423 -2.4143 1.1952 0.5522 -0.087
C -1.4696 -0.5150 0.0919 0.3364 0.4140 -0.2712 -0.255
C -0.4300 -0.8378 -1.0778 -0.5106 -0.5145 1.8069 -0.038
C -0.2786 -0.6645 0.9991 2.3862 -1.0306 1.1093 -0.143
H 2.2010 0.6127 0.9523 0.1665 0.1285 -0.3421 0.080
H 2.5179 0.7978 -0.8404 -0.9104 -0.3071 0.9572 0.093
H 2.5655 -0.7210 -0.0800 0.0261 -1.3937 0.0627 0.049
H 0.1680 2.4320 -0.0540 -0.3667 -0.3751 -0.3861 0.110
H -2.5146 1.5530 0.0505 1.3421 -0.4764 -0.1634 0.118
H -2.3769 -1.0189 0.3937 -0.2954 -0.3022 -0.6700 0.124
H -0.2241 -1.9329 -1.1166 0.3424 0.9317 0.0252 0.116
H -0.7438 -0.4554 -1.9944 -0.2096 0.6141 -1.7713 0.074
H -0.1724 -0.2162 2.0105 -0.5839 -0.1265 -0.5186 0.121
H 0.1054 -1.7503 1.0340 -0.6201 1.4650 0.1113 0.133